{
  "formula": "C4H6MnO2",
  "method": "ωB97M-V/def2-TZVPD",
  "elements": ["C", "O", "C", "C", "H", "Mn", "H", "H", "H", "C", "O", "H", "H"],
  "coordinates": [[-0.7666, 0.1118, 1.9480], [-1.6288, -1.3946, 3.6358], [0.4792, 0.6019, 1.2952], [-0.5829, -0.5552, 3.3216], [-0.4916, 0.2448, 4.0819], [-2.3900, -2.8797, 3.1687], [0.3808, -1.1025, 3.3167], [-1.4263, 0.9847, 2.0945], [0.5494, 0.5089, 0.2044], [1.7192, 0.8919, 1.9301], [2.8341, 0.9940, 1.4778], [-1.3000, -0.5710, 1.2693], [1.0524, 1.8009, 2.4209]],
  "spin_multiplicity": 7,
  "relative_energy_kcal_mol": 35.1,
  "e_lumo_ev": [-7.17, -7.25],
  "charge": 1,
  "total_energy_ha": -1457.025335,
  "s_squared": 12.03,
  "gap_ev": [4.257, 5.057]
}

{
  "formula": "C4H6N2",
  "method": "ωB97M-V/def2-TZVPD",
  "elements": ["H", "N", "H", "C", "C", "C", "H", "H", "H", "H", "N", "C"],
  "coordinates": [[-0.7610, 0.0005, -0.3135], [-0.6395, -0.5071, -2.3178], [-0.6464, -1.8750, 2.1513], [-0.0292, -1.0030, 2.3411], [0.3846, -0.2352, 1.3588], [1.2652, 0.5440, 0.7935], [-0.6839, -0.1343, -3.2715], [-1.0902, 1.4024, -1.5570], [0.2135, -0.7877, 3.3801], [1.0752, 0.9663, -1.0329], [1.6546, 1.2570, -0.1105], [-0.7430, 0.3721, -1.4216]],
  "spin_multiplicity": 1,
  "relative_energy_kcal_mol": 113.1,
  "e_lumo_ev": -0.11,
  "total_energy_ha": -265.355298,
  "smiles": "C=C=C=N.C=N",
  "gap_ev": 8.787
}

{
  "formula": "C4H6N2",
  "method": "ωB97M-V/def2-TZVPD",
  "elements": ["H", "N", "H", "C", "H", "H", "C", "H", "H", "C", "C", "N"],
  "coordinates": [[-2.5166, -0.6145, 0.4423], [-1.5677, 1.0300, -0.0797], [0.0213, 2.3616, 0.1132], [-0.3400, 1.3584, -0.0385], [-0.3073, -1.7332, -0.8664], [2.5757, 0.9757, -0.1421], [1.8793, 0.1265, -0.0521], [-0.5220, -1.4714, 0.9148], [2.3394, -0.8879, -0.0319], [-0.4178, -0.9911, -0.0165], [0.5673, 0.1991, -0.0612], [-1.7116, -0.3532, -0.1819]],
  "spin_multiplicity": 1,
  "relative_energy_kcal_mol": 50.3,
  "e_lumo_ev": 1.00,
  "total_energy_ha": -265.455473,
  "smiles": "C=C1C=NNC1",
  "gap_ev": 9.248
}

{
  "formula": "C4H6N2",
  "method": "ωB97M-V/def2-TZVPD",
  "elements": ["H", "H", "H", "C", "C", "H", "C", "H", "N", "C", "H", "N"],
  "coordinates": [[0.7001, -0.5082, -2.3343], [-2.7585, -0.4553, -1.1127], [2.3657, -0.0937, -0.3599], [0.0961, -0.0478, -0.5980], [1.1138, 0.2896, 1.3933], [-0.9298, 0.6383, 2.3635], [1.4028, 0.0417, 0.1126], [-2.3075, -0.5590, -1.6917], [-0.1553, -0.3557, -1.8010], [-0.3661, 0.4033, 1.4636], [1.7927, 0.4173, 2.2240], [-0.9540, 0.2295, 0.3404]],
  "spin_multiplicity": 1,
  "relative_energy_kcal_mol": 61.1,
  "e_lumo_ev": -0.76,
  "total_energy_ha": -265.438258,
  "smiles": "[H]/N=C1\\C=CC=N1.[H][H]",
  "gap_ev": 9.151
}

{
  "formula": "C4H6N2",
  "method": "ωB97M-V/def2-TZVPD",
  "elements": ["H", "H", "H", "C", "N", "H", "H", "C", "C", "N", "H", "C"],
  "coordinates": [[-2.2576, 0.5073, 0.7562], [-0.1217, 2.1437, -0.3985], [2.5256, 1.1632, 0.0233], [1.3801, -0.8658, 0.0426], [0.0395, -1.1170, -0.1293], [-2.6913, 0.2911, -0.5486], [2.3097, -1.5743, -0.1393], [1.6498, 0.5178, 0.0946], [-0.6333, 0.0333, -0.0813], [-1.9811, -0.2298, 0.0719], [-0.4140, -1.9415, 0.3042], [0.1942, 1.0718, 0.0042]],
  "spin_multiplicity": 1,
  "relative_energy_kcal_mol": 53.0,
  "e_lumo_ev": 1.02,
  "total_energy_ha": -265.451141,
  "smiles": "Nc1ccc[nH]1",
  "gap_ev": 9.248
}

{
  "formula": "C4H6N2",
  "method": "ωB97M-V/def2-TZVPD",
  "elements": ["H", "N", "N", "H", "H", "H", "C", "C", "H", "H", "C", "C"],
  "coordinates": [[-1.6529, -0.6088, 0.7502], [0.1182, -2.8883, -0.6767], [-1.0406, 0.4926, -1.0062], [-0.6993, 1.5047, 0.9089], [0.3536, 1.5302, 0.6937], [2.0895, 0.2138, 0.3951], [0.0290, 0.5964, -0.0935], [-0.8657, -0.5730, 0.0033], [1.7816, 1.5185, -0.9323], [-0.6645, 0.2331, -1.9166], [-0.3043, -1.8534, -0.3787], [1.4108, 0.8140, -0.1976]],
  "spin_multiplicity": 1,
  "relative_energy_kcal_mol": 161.5,
  "e_lumo_ev": 0.37,
  "total_energy_ha": -265.278204,
  "gap_ev": 8.451
}

{
  "formula": "C4H6N2",
  "method": "ωB97M-V/def2-TZVPD",
  "elements": ["H", "N", "C", "H", "H", "H", "N", "H", "C", "C", "H", "C"],
  "coordinates": [[0.8972, -0.5758, 1.9077], [-2.0274, -1.8465, -0.6653], [-1.6444, -0.8657, -1.3806], [-2.8198, -2.3121, -1.0932], [2.3501, 1.4737, 1.7336], [2.2201, 1.3091, -0.0264], [-0.4645, -0.2561, -1.0410], [1.0133, 2.2590, 0.8554], [1.6488, 1.3721, 0.9088], [0.8328, 0.1108, 1.0723], [-2.0744, -0.5204, -2.3219], [0.0682, -0.1480, 0.0504]],
  "spin_multiplicity": 1,
  "relative_energy_kcal_mol": 60.5,
  "e_lumo_ev": 0.77,
  "total_energy_ha": -265.439086,
  "smiles": "[H]/N=C/N=C=CC",
  "gap_ev": 9.015
}

{
  "formula": "C4H6N2",
  "method": "ωB97M-V/def2-TZVPD",
  "elements": ["N", "N", "H", "H", "H", "H", "C", "H", "H", "C", "C", "C"],
  "coordinates": [[-1.0895, -1.1634, 0.9088], [-0.9618, 0.1661, 1.0648], [-1.2158, 0.5920, 1.9426], [1.7226, -0.3800, -0.8802], [1.5701, 0.4680, 0.6645], [1.5826, 1.3767, -0.8900], [1.2579, 0.4696, -0.3845], [-0.7610, -2.4404, -0.6712], [-0.5813, 1.8167, -0.2171], [-0.4626, 0.7447, -0.0951], [-0.7031, -1.4154, -0.3172], [-0.3583, -0.2345, -1.1255]],
  "spin_multiplicity": 1,
  "relative_energy_kcal_mol": 104.9,
  "e_lumo_ev": 0.72,
  "total_energy_ha": -265.368405,
  "gap_ev": 9.083
}

{
  "formula": "C4H6N2",
  "method": "ωB97M-V/def2-TZVPD",
  "elements": ["H", "H", "N", "C", "H", "C", "N", "C", "C", "H", "H", "H"],
  "coordinates": [[1.8595, 0.9215, -0.9471], [-2.3532, -1.4918, -0.4491], [-1.8272, 1.6989, 0.2113], [-2.1225, -0.8586, 0.4439], [2.9220, 0.4169, 1.2788], [2.5392, 0.2163, -0.7216], [2.9504, -0.1296, 0.4062], [-0.8270, 1.3726, -0.7373], [-1.6444, 0.4621, 0.0399], [2.8016, -0.3504, -1.5303], [-1.3039, -1.5044, 0.8270], [-2.9944, -0.7536, 1.1782]],
  "spin_multiplicity": 1,
  "relative_energy_kcal_mol": 126.8,
  "e_lumo_ev": 0.78,
  "total_energy_ha": -265.333521,
  "smiles": "CC1=C=N1.C=N",
  "gap_ev": 10.083
}

{
  "formula": "C4H6N2",
  "method": "ωB97M-V/def2-TZVPD",
  "elements": ["H", "C", "C", "N", "H", "H", "H", "C", "H", "C", "N", "H"],
  "coordinates": [[-0.0266, 1.6182, 0.6887], [1.1770, -0.7666, 0.0918], [1.2338, -0.0377, -1.2643], [-0.1309, -0.5929, 0.7164], [1.9589, -0.4320, 0.7793], [-0.6708, 0.7586, -2.0435], [-2.1225, -0.5680, -0.1556], [-0.6204, 0.7565, 0.9982], [1.3400, -1.8312, -0.1202], [-1.1287, -0.0912, -0.1014], [0.0788, 0.3297, -1.5676], [-1.0887, 0.8568, 1.9784]],
  "spin_multiplicity": 1,
  "relative_energy_kcal_mol": 118.6,
  "e_lumo_ev": 1.10,
  "total_energy_ha": -265.346499,
  "gap_ev": 9.300
}

{
  "formula": "C4H6N2",
  "method": "ωB97M-V/def2-TZVPD",
  "elements": ["N", "C", "C", "N", "H", "H", "C", "H", "H", "H", "C", "H"],
  "coordinates": [[0.3609, -1.3561, 0.6588], [-0.5349, -1.0302, -0.4282], [-1.7472, -0.2512, -0.1088], [-2.7473, 0.3143, 0.1482], [0.4127, 1.9333, -0.7518], [1.7075, 1.5592, 0.4649], [0.7817, -0.2968, -0.3545], [0.0031, 1.2935, 0.9556], [1.5821, -0.6337, -0.9701], [-0.6095, -1.8111, -1.1569], [0.7080, 1.1546, 0.0624], [0.0828, -0.8759, 1.4802]],
  "spin_multiplicity": 1,
  "relative_energy_kcal_mol": 44.9,
  "e_lumo_ev": 0.96,
  "total_energy_ha": -265.464033,
  "smiles": "C[C@H]1N[C@H]1C#N",
  "gap_ev": 11.186
}

{
  "formula": "C4H6N2",
  "method": "ωB97M-V/def2-TZVPD",
  "elements": ["H", "H", "H", "H", "H", "C", "C", "C", "C", "N", "H", "N"],
  "coordinates": [[1.8394, 0.2830, 0.0747], [-0.9023, 2.3392, 0.2870], [0.7507, -2.3982, -1.2498], [1.0862, 0.6215, 1.6347], [-2.1771, 1.3043, 0.1753], [1.5737, -1.0983, 0.2619], [-0.5714, -0.6982, -0.6765], [0.6115, -1.5144, -0.6317], [-0.3982, 0.3709, 0.1472], [-1.2446, 1.4216, 0.5574], [-1.4486, -0.8780, -1.2926], [0.8808, 0.2467, 0.7123]],
  "spin_multiplicity": 1,
  "relative_energy_kcal_mol": 96.3,
  "e_lumo_ev": 0.72,
  "total_energy_ha": -265.382109,
  "gap_ev": 8.824
}

{
  "formula": "C4H6N2",
  "method": "ωB97M-V/def2-TZVPD",
  "elements": ["C", "N", "C", "C", "H", "H", "H", "H", "C", "H", "H", "N"],
  "coordinates": [[0.4272, 0.6876, -1.4137], [-1.2110, 0.0463, 1.6049], [1.1905, -0.4229, -1.1179], [0.7417, -0.9501, 0.1331], [0.4625, 1.3567, -2.2631], [1.1467, -1.8250, 0.6283], [1.9928, -0.8140, -1.7394], [-1.1959, 1.4748, -0.1272], [-0.2884, -0.1296, 0.5521], [-1.9704, -0.6099, 1.6688], [-0.8454, 0.3355, 2.4953], [-0.4582, 0.8395, -0.3841]],
  "spin_multiplicity": 1,
  "relative_energy_kcal_mol": 12.8,
  "e_lumo_ev": 1.07,
  "total_energy_ha": -265.515159,
  "smiles": "Nc1ccc[nH]1",
  "gap_ev": 9.178
}

{
  "formula": "C4H6N2",
  "method": "ωB97M-V/def2-TZVPD",
  "elements": ["C", "H", "C", "N", "H", "C", "H", "H", "N", "H", "C", "H"],
  "coordinates": [[-1.5459, -0.6638, 1.4569], [2.2574, -0.0196, -2.0355], [1.6941, 0.1833, -0.1228], [1.6155, -0.2204, 0.9429], [0.6233, 0.6702, -1.9157], [1.6134, 0.7286, -1.4690], [-2.4995, -0.5607, 1.9483], [1.8968, 1.7074, -1.3568], [-1.9784, 0.2556, -0.8706], [-0.7945, -0.2170, 1.9608], [-1.7217, -0.0610, 0.1937], [-1.1605, -1.8026, 1.2679]],
  "spin_multiplicity": 1,
  "relative_energy_kcal_mol": 33.2,
  "e_lumo_ev": 0.84,
  "total_energy_ha": -265.482613,
  "smiles": "CC#N.CC#N",
  "gap_ev": 12.468
}

{
  "formula": "C4H6N2",
  "method": "ωB97M-V/def2-TZVPD",
  "elements": ["H", "H", "H", "N", "H", "C", "H", "C", "C", "H", "C", "N"],
  "coordinates": [[1.2929, -0.4049, -1.4117], [0.5850, 1.9600, 0.5914], [2.0417, 0.7586, 0.6750], [0.2227, 0.1715, 1.3468], [-1.0127, 1.2493, -0.4315], [0.6950, 0.0749, -0.8271], [-1.1011, -1.4755, 1.3897], [-0.6548, -0.6910, 0.8746], [-0.7960, 0.2932, -1.2458], [-1.4700, -0.1428, -2.0836], [0.9160, 0.8063, 0.3878], [-0.4079, -0.8636, -0.4705]],
  "spin_multiplicity": 1,
  "relative_energy_kcal_mol": 113.3,
  "e_lumo_ev": 0.91,
  "total_energy_ha": -265.354977,
  "smiles": "C1=NC[C@@H]2CN12",
  "gap_ev": 10.084
}

{
  "formula": "C4H6N2",
  "method": "ωB97M-V/def2-TZVPD",
  "elements": ["C", "H", "H", "C", "C", "H", "H", "H", "N", "C", "H", "N"],
  "coordinates": [[0.7321, 0.7660, -1.0111], [-1.6958, 0.3247, -0.9442], [1.8040, 0.7051, -1.0441], [0.2187, -0.6690, -0.5810], [-1.0273, -0.1669, -0.2518], [0.4793, 1.5500, -0.2547], [-1.7487, 0.4622, 1.6005], [0.3151, 1.1277, -1.9551], [-1.1782, -0.1747, 1.0712], [0.6689, -1.1436, 0.7191], [1.5294, -1.7596, 0.9799], [-0.1445, -0.8119, 1.6953]],
  "spin_multiplicity": 1,
  "relative_energy_kcal_mol": 75.1,
  "e_lumo_ev": 0.93,
  "total_energy_ha": -265.415962,
  "smiles": "Cc1cn[nH]c1",
  "gap_ev": 9.250
}

{
  "formula": "C4H6N2",
  "method": "ωB97M-V/def2-TZVPD",
  "elements": ["C", "H", "N", "H", "C", "H", "C", "C", "H", "N", "H", "H"],
  "coordinates": [[-0.7847, -0.5134, -0.4443], [0.7005, -1.2904, -1.7699], [-0.6042, 0.6471, 1.4057], [0.0680, 1.1656, 1.9851], [-0.4412, 0.9195, -0.0944], [1.8859, 0.6318, -0.1872], [0.0734, -0.5768, 0.8391], [0.8845, 0.1961, -0.2422], [0.3628, -1.4421, 1.4448], [0.2986, -0.4238, -1.4548], [-1.7808, -0.9228, -0.6229], [-0.6297, 1.5627, -0.9570]],
  "spin_multiplicity": 1,
  "relative_energy_kcal_mol": 117.1,
  "e_lumo_ev": 1.18,
  "total_energy_ha": -265.348914,
  "gap_ev": 10.399
}

{
  "formula": "C4H6N2",
  "method": "ωB97M-V/def2-TZVPD",
  "elements": ["H", "H", "N", "C", "C", "C", "C", "H", "N", "H", "H", "H"],
  "coordinates": [[0.1749, 2.1402, -0.1597], [-2.2717, -1.4551, -0.0295], [-0.1607, -1.0906, 0.1172], [-1.5089, 0.6430, -0.1384], [0.6428, 0.0152, 0.0856], [-1.4769, -0.7212, -0.0217], [-0.1639, 1.1156, -0.0769], [0.1888, -2.0115, 0.3207], [2.0354, -0.1540, 0.2457], [2.4571, 0.7181, 0.5405], [-2.3986, 1.2450, -0.2635], [2.4818, -0.4447, -0.6200]],
  "spin_multiplicity": 1,
  "relative_energy_kcal_mol": 6.5,
  "e_lumo_ev": 1.07,
  "total_energy_ha": -265.525232,
  "smiles": "Nc1ccc[nH]1",
  "gap_ev": 8.829
}

{
  "formula": "C4H6N2",
  "method": "ωB97M-V/def2-TZVPD",
  "elements": ["H", "C", "C", "H", "N", "C", "N", "C", "H", "H", "H", "H"],
  "coordinates": [[2.2235, -1.4727, 0.0834], [1.3409, -0.8667, 0.0458], [-1.2033, 0.3807, 0.0488], [2.2792, 1.1254, 0.0195], [-0.9539, -1.0422, 0.1406], [0.1142, 1.1293, -0.0442], [0.2905, -1.5857, -0.0910], [1.3165, 0.5397, 0.1134], [-1.7500, -1.6957, -0.2179], [-1.8762, 0.6534, -0.8037], [0.1038, 2.2107, -0.2258], [-1.8852, 0.6237, 0.9310]],
  "spin_multiplicity": 1,
  "relative_energy_kcal_mol": 57.1,
  "e_lumo_ev": 0.77,
  "total_energy_ha": -265.444638,
  "smiles": "C1=CCNN=C1",
  "gap_ev": 8.561
}

{
  "formula": "C4H6N2",
  "method": "ωB97M-V/def2-TZVPD",
  "elements": ["H", "C", "N", "H", "C", "H", "C", "N", "C", "H", "H", "H"],
  "coordinates": [[-1.1866, -1.7032, 0.5612], [-0.2212, -1.2386, 0.6856], [2.4337, -0.1158, 2.3328], [0.6122, -1.6494, 0.1252], [-0.0794, 1.0746, -1.7400], [-0.8180, 0.2668, 2.0791], [-0.0192, -0.2440, 1.5481], [-0.8799, 0.1586, -2.0956], [1.3418, -0.0458, 1.9526], [-0.3305, 2.1397, -1.6639], [-1.7980, 0.5527, -2.3136], [0.9451, 0.8046, -1.4716]],
  "spin_multiplicity": 1,
  "relative_energy_kcal_mol": 54.6,
  "e_lumo_ev": 0.41,
  "total_energy_ha": -265.448500,
  "smiles": "C=CC#N.C=N",
  "gap_ev": 10.642
}